No. 1
This record from the OMol25 dataset describes a 2-piece molecular cluster, C4H11N2 overall. The level of theory is ωB97M-V/def2-TZVPD.

Each line ends with the natural charge from an NBO analysis.
CARTESIAN COORDINATES (ANGSTROEM)
C  2.2719  -0.5161  0.1063  -0.16
C  -1.0993  -0.7380  -1.1005  -0.71
C  -0.8216  1.4051  0.2526  -0.71
C  -1.0343  -0.0494  0.1937  0.56
N  3.4050  0.0961  0.0990  -0.70
N  -1.2112  -0.7162  1.2942  -0.63
H  2.4118  -1.6029  -0.0336  0.12
H  -2.0150  -0.4488  -1.6232  0.28
H  -0.2748  -0.4247  -1.7358  0.28
H  -1.0882  -1.8189  -0.9969  0.24
H  -0.2425  1.7550  -0.5976  0.27
H  -1.7888  1.9138  0.2146  0.28
H  -0.3321  1.7021  1.1766  0.26
H  4.3255  -0.3361  -0.0142  0.38
H  -1.3713  -1.7161  1.2895  0.43
H  -1.1702  -0.2630  2.2009  0.43
H  3.4335  1.1025  0.2206  0.39

Force components x, y, z for each atom (eV/Å):
C -1.06 -0.18 -0.01
C -0.11 -0.31 -0.32
C 0.02 0.45 0.10
C 0.22 -0.30 0.55
N 0.72 0.12 -0.01
N -0.01 0.24 -0.29
H 0.38 0.18 0.01
H -0.07 0.08 0.08
H 0.12 0.05 0.09
H -0.02 -0.08 0.00
H 0.04 -0.11 0.02
H -0.12 -0.08 -0.04
H 0.04 -0.01 0.03
H -0.26 0.03 0.03
H 0.03 0.07 -0.06
H 0.03 -0.02 -0.15
H 0.03 -0.13 -0.03

Strongest force on any atom, eV Å⁻¹: 1.079
LUMO energy, eV: -3.92
Relative energy (zero: lowest compared OMol25 entry of this formula, charge and spin), kcal/mol: 58.33
Total energy, a.u.: -268.21193
Net charge: +1
Kohn-Sham gap, eV: 8.063

---

No. 2
This record from the OMol25 dataset describes an isolated ion of composition C4H11N2 and charge +1. The level of theory is ωB97M-V/def2-TZVPD.

Each line ends with the natural charge from an NBO analysis.
CARTESIAN COORDINATES (ANGSTROEM)
N  -1.7920  0.8278  -1.9944  -0.76
C  -0.9480  0.7328  -0.9915  0.06
C  -0.9479  -0.0437  0.1313  -0.43
C  -0.1217  0.1177  1.4024  -0.45
C  1.3501  0.0254  1.0062  -0.21
N  1.4074  -1.1523  -0.0025  -0.72
H  -2.5885  0.2553  -2.0510  0.40
H  -1.7624  1.7072  -2.3680  0.40
H  -0.0178  1.2317  -1.1572  0.17
H  -1.7297  -0.8392  0.0679  0.21
H  -0.3328  1.0378  1.9188  0.26
H  -0.2920  -0.7814  2.0817  0.22
H  1.6792  1.0709  0.5676  0.23
H  2.0507  -0.1470  1.7450  0.22
H  1.0535  -0.7730  -0.8751  0.46
H  0.6185  -1.7087  0.5199  0.47
H  2.3734  -1.5612  -0.0012  0.45

Force components x, y, z for each atom (eV/Å):
N 0.21 -1.68 -0.18
C 2.23 -1.29 3.18
C -2.27 -0.72 -1.11
C 0.53 -1.92 -0.53
C -0.41 3.10 -2.39
N -0.16 0.31 3.10
H -1.18 -0.28 -0.02
H -0.50 2.14 -1.86
H 0.27 1.55 0.01
H 0.33 0.78 0.85
H -0.07 0.19 0.37
H -0.26 1.24 -0.57
H -0.49 -2.37 0.14
H 1.16 -0.71 1.77
H -0.09 -0.60 -0.36
H 2.00 0.16 -2.07
H -1.31 0.10 -0.33

Strongest force on any atom, eV Å⁻¹: 4.090
LUMO energy, eV: -3.37
Relative energy (zero: lowest compared OMol25 entry of this formula, charge and spin), kcal/mol: 61.84
Total energy, a.u.: -268.20634
SMILES: N/C=C/CC[NH3+]
Net charge: +1
Kohn-Sham gap, eV: 8.783

---

No. 3
This record from the OMol25 dataset describes an isolated ion of composition C4H11N2O and charge -1. The level of theory is ωB97M-V/def2-TZVPD.

Each line ends with the natural charge from an NBO analysis.
CARTESIAN COORDINATES (ANGSTROEM)
N  -2.2975  1.3598  0.3250  -0.85
C  -1.8506  0.3497  -0.7347  -0.23
C  -0.2221  0.2192  -0.7965  -0.37
C  0.6261  -0.1251  0.4917  -0.12
N  0.1904  -1.3344  1.0101  -0.85
C  2.1403  -0.2447  0.0224  -0.03
O  2.3203  -0.7790  -1.2566  -0.97
H  -1.5151  2.1044  0.1728  0.33
H  -1.9629  1.0772  1.2291  0.34
H  -2.2334  -0.6043  -0.4476  0.18
H  -2.2832  0.6478  -1.6760  0.17
H  -0.1327  -0.5723  -1.5634  0.23
H  0.2337  1.3497  -1.2666  0.17
H  0.4097  0.6310  1.2154  0.15
H  0.7304  -1.6801  1.8088  0.34
H  0.6564  -1.9923  0.4429  0.36
H  2.5112  -1.0827  0.7977  0.04
H  2.6790  0.6761  0.2253  0.10

Force components x, y, z for each atom (eV/Å):
N 2.32 1.65 -1.79
C 2.37 1.04 2.57
C -0.95 2.53 -1.46
C 0.24 1.92 -2.81
N -1.30 -2.99 1.76
C 0.14 -2.96 -0.84
O -0.43 1.06 1.84
H -2.02 -0.97 0.12
H -0.10 -0.96 0.49
H -0.36 -0.76 0.13
H 0.12 0.15 -0.38
H 0.92 0.57 0.29
H -1.26 -3.39 1.21
H 0.32 0.98 0.65
H -0.25 1.30 0.75
H -0.06 -1.39 -2.08
H -0.05 1.55 -0.52
H 0.34 0.69 0.07

Strongest force on any atom, eV Å⁻¹: 3.817
LUMO energy, eV: 4.29
Relative energy (zero: lowest compared OMol25 entry of this formula, charge and spin), kcal/mol: 58.64
Total energy, a.u.: -343.67772
SMILES: NCC[C@@H](N)C[O-]
Net charge: -1
Kohn-Sham gap, eV: 6.792